[1]
Here is a 2-piece molecular cluster, CH6N2 overall from the Open Molecules 2025 dataset. Energies are from wB97M-V/def2-TZVPD.

Positions of all 9 atoms, in Å:
N 2.26 -0.59 -0.54
H 2.86 0.06 -1.02
H 1.85 -0.21 0.30
H 1.49 -0.89 -1.13
C -1.87 0.18 0.65
N -0.86 0.39 -0.07
H -2.43 -0.75 0.48
H -2.29 0.83 1.42
H -0.40 1.28 0.11

Computed properties:
Kohn-Sham gap: 10.618 eV
HOMO: -9.53 eV

---

[2]
Here is C24H39F4HgN12S as an isolated structure from the Open Molecules 2025 dataset. Energies are from wB97M-V/def2-TZVPD.

Positions of all 81 atoms, in Å:
Hg 0.15 0.28 -0.54
C 1.87 -2.46 -2.21
N 1.09 -2.29 -0.99
C -0.03 -3.21 -0.96
C 1.93 -2.38 0.20
C 1.31 -1.75 1.44
N 1.21 -0.30 1.43
C 2.31 0.48 1.68
C 2.13 1.88 1.77
F 0.89 2.38 1.60
C 3.14 2.76 2.03
F 2.85 4.07 2.10
C 4.44 2.34 2.25
C 4.65 0.98 2.19
F 5.89 0.49 2.40
C 3.64 0.08 1.92
F 3.99 -1.23 1.89
H 2.27 -3.48 -2.30
H 2.70 -1.76 -2.21
H 1.24 -2.24 -3.07
H 0.32 -4.26 -0.90
H -0.61 -3.09 -1.88
H -0.68 -3.01 -0.12
H 2.87 -1.88 -0.02
H 2.17 -3.44 0.42
H 1.87 -2.11 2.30
H 0.29 -2.12 1.55
H 5.25 3.03 2.45
C -3.44 -1.42 -2.40
N -2.67 -0.55 -3.26
C -2.38 -1.01 -4.61
C -2.41 0.70 -2.81
N -2.79 1.21 -1.69
N -1.72 1.58 -3.69
C -0.35 1.44 -3.91
N 0.20 2.55 -4.53
N 0.27 0.36 -3.62
H -3.65 -2.34 -2.95
H -4.40 -0.97 -2.13
H -2.92 -1.66 -1.48
H -3.28 -0.97 -5.24
H -2.04 -2.04 -4.56
H -1.60 -0.43 -5.07
H -3.31 0.54 -1.13
H -1.97 2.53 -3.43
H -0.31 3.41 -4.47
H 1.19 2.66 -4.36
H 1.25 0.43 -3.89
C -4.61 -3.96 3.29
C -4.91 -2.94 2.20
C -3.84 -1.89 2.07
N -3.16 -1.69 1.00
N -2.22 -0.69 1.12
C -2.22 -0.16 2.31
N -1.41 0.87 2.68
S -3.40 -0.84 3.37
H -5.40 -4.71 3.34
H -4.55 -3.49 4.27
H -3.67 -4.48 3.10
H -5.87 -2.46 2.39
H -4.97 -3.43 1.22
H -0.59 0.98 2.09
H -1.20 0.94 3.66
N 0.29 3.25 -1.34
C -0.73 3.71 -1.04
N -1.89 4.25 -0.69
C -2.68 3.59 0.36
C -2.44 4.27 1.70
C -2.70 5.77 1.61
C -1.85 6.40 0.51
C -2.08 5.70 -0.82
H -2.42 2.54 0.36
H -3.73 3.67 0.07
H -1.40 4.10 2.00
H -3.07 3.80 2.46
H -2.51 6.26 2.56
H -3.76 5.94 1.37
H -0.79 6.30 0.77
H -2.06 7.46 0.40
H -1.41 6.07 -1.60
H -3.11 5.86 -1.16

Computed properties:
Kohn-Sham gap (alpha / beta): 6.507 / 6.804 eV
HOMO (alpha / beta): -6.04 / -7.03 eV
2S+1: 2

---

[3]
Here is a 3-piece molecular cluster, C3H13NO3 overall from the Open Molecules 2025 dataset. Energies are from wB97M-V/def2-TZVPD.

Positions of all 20 atoms, in Å:
C -1.00 1.17 -0.69
C -0.11 -0.04 -0.89
C -0.30 -0.58 -2.32
O 0.67 -1.47 -2.82
N -1.67 1.15 0.62
H -0.44 2.10 -0.69
H -1.73 1.20 -1.52
H 0.93 0.31 -0.83
H -0.31 -0.88 -0.23
H -1.27 -1.11 -2.31
H -0.47 0.22 -3.03
H 1.37 -1.65 -2.18
H -2.34 1.91 0.67
H -2.21 0.30 0.79
H 2.84 -4.44 -0.97
H 3.56 -3.08 -0.71
O 2.82 -3.65 -0.42
H -0.76 3.00 6.22
H 0.45 2.35 5.65
O -0.02 3.19 5.65

Computed properties:
Kohn-Sham gap: 9.934 eV
HOMO: -9.25 eV

---

[4]
Here is C16H14BeF9IN2O as an isolated structure from the Open Molecules 2025 dataset. Energies are from wB97M-V/def2-TZVPD.

Positions of all 44 atoms, in Å:
C -1.30 0.41 1.13
C -0.21 -1.37 1.65
H -0.78 0.98 1.94
H -2.25 0.04 1.57
H -1.54 1.12 0.32
H 0.34 -2.23 1.26
H 0.45 -0.86 2.38
H -1.09 -1.75 2.22
C 1.68 2.56 -3.41
C 0.93 3.52 -4.09
C -0.20 3.12 -4.82
C -0.55 1.76 -4.84
H 2.57 2.80 -2.81
H 1.24 4.56 -4.05
H -0.80 3.85 -5.36
H -1.41 1.38 -5.39
N 1.34 1.26 -3.44
C 0.23 0.86 -4.13
C 0.00 -0.58 -4.02
N 0.95 -1.20 -3.24
C 0.85 -2.51 -2.97
C -1.11 -2.68 -4.36
C -0.15 -3.29 -3.53
H 1.61 -2.90 -2.29
H -0.18 -4.35 -3.32
C -1.04 -1.31 -4.60
H -1.75 -0.76 -5.22
H -1.91 -3.27 -4.81
Be 1.94 -0.04 -2.65
I 2.89 -0.12 -0.52
F -1.18 -1.78 6.14
C 0.06 -1.29 5.87
F 0.82 -1.44 7.00
F 0.62 -2.08 4.89
C -0.02 0.12 5.44
O -0.51 -0.59 0.52
C -1.34 0.80 5.37
F -1.96 0.87 6.58
F -1.19 2.07 4.89
F -2.19 0.14 4.51
C 1.22 0.87 5.12
F 2.30 0.07 5.34
F 1.26 1.27 3.81
F 1.36 1.99 5.89

Computed properties:
Kohn-Sham gap: 1.949 eV
HOMO: -5.31 eV

---

[5]
Here is C17H12ClN3O7SSe4V as an isolated structure from the Open Molecules 2025 dataset. Energies are from wB97M-V/def2-TZVPD.

Positions of all 46 atoms, in Å:
V 1.29 0.78 -2.65
O 1.00 -4.90 -2.02
C -0.16 -4.41 -1.61
O -1.12 -5.11 -1.41
C -0.23 -2.93 -1.40
C -1.30 -2.23 -0.87
Cl -2.79 -2.81 -0.31
N -1.01 -0.91 -0.87
N 0.21 -0.71 -1.41
C 0.69 -1.91 -1.71
C 2.09 -1.90 -2.26
O 2.71 -2.95 -2.40
O 2.54 -0.72 -2.49
C -1.69 0.13 -0.16
C -2.03 -0.08 1.17
C -2.68 0.92 1.88
C -2.98 2.12 1.25
C -2.61 2.33 -0.07
C -1.96 1.34 -0.79
H 1.70 -4.20 -2.14
H -1.74 -0.99 1.69
H -2.88 0.75 2.93
H -3.47 2.91 1.81
H -2.82 3.28 -0.55
H -1.67 1.51 -1.81
Se 2.33 2.89 -3.52
Se 2.04 2.29 -5.77
Se 1.12 0.20 -5.26
Se -0.78 0.77 -4.08
N 2.05 1.62 -0.74
C 1.57 1.26 0.58
C 1.85 0.01 1.10
C 1.33 -0.34 2.34
C 0.55 0.56 3.06
C 0.33 1.83 2.55
C 0.83 2.18 1.30
S -0.30 0.03 4.55
O -1.07 1.18 4.95
O 0.76 -0.37 5.46
O -1.11 -1.08 4.05
H 2.03 2.63 -0.83
H 3.02 1.35 -0.85
H 2.45 -0.69 0.54
H 1.52 -1.32 2.76
H -0.26 2.53 3.12
H 0.64 3.17 0.89

Computed properties:
Kohn-Sham gap (alpha / beta): 7.038 / 7.487 eV
HOMO (alpha / beta): -6.17 / -6.17 eV
total charge: -1
2S+1: 3

---

Record-wise electronic energy values, in a.u.: -151.173767, -2546.002879, -402.538654, -2014.134535, -12754.379172
Record-wise relative energy (zero: lowest compared OMol25 entry of this formula, charge and spin) values, in eV: 0.686, 0.000, 1.137, 0.113, 0.000